Density functional theory data (the ωB97M-V functional and the def2-TZVPD basis) for one molecule with the formula C5H11NO.

XYZ file:
```
18
C5H11NO the ωB97M-V functional and the def2-TZVPD basis
C -1.6342 0.0259 0.0306
C -0.3096 -0.2234 0.7775
C -0.3222 -1.5434 1.5412
C 0.9687 -0.0259 -0.0190
C 1.0048 1.2764 -0.8055
N 1.0506 1.1674 -2.1787
O 0.6048 2.3175 -0.3124
H -1.7707 -0.7734 -0.6981
H -2.4448 0.0172 0.7501
H -1.5592 1.0022 -0.4420
H -0.2643 0.5996 1.5007
H 0.5457 -1.6094 2.1904
H -0.3064 -2.3954 0.8544
H -1.2603 -1.6169 2.0893
H 1.7907 0.1427 0.6945
H 1.2714 -0.8628 -0.6529
H 1.0521 2.0511 -2.6686
H 1.5826 0.4507 -2.6514
```

The value obtained for the LUMO energy is 0.908 eV. The charge is 0. Its SMILES is CC(C)CC(N)=O. As for the spin multiplicity: 1. The calculation puts the HOMO energy at -9.8 eV. The relative energy (zero: lowest compared OMol25 entry of this formula, charge and spin) comes out at 4.79 kcal per mole.

Atomic partial charges in e from the Löwdin method, atoms 1 to 8: atom 1 (C): -0.058, atom 2 (C): -0.439, atom 3 (C): -0.078, atom 4 (C): -0.115, atom 5 (C): -0.536, atom 6 (N): 0.152, atom 7 (O): 0.042, atom 8 (H): 0.081


Density functional theory data (the ωB97M-V functional and the def2-TZVPD basis) for one molecule with the formula C4H3FO.

XYZ file:
```
9
C4H3FO the ωB97M-V functional and the def2-TZVPD basis
C -1.0414 -0.2982 1.8396
C -0.4137 -0.4433 0.8664
C 0.6506 -0.4384 -0.5143
F 1.9335 -0.7215 -0.2867
C 0.2905 0.9021 -1.0104
O 0.8551 1.8975 -0.8322
H -1.8119 -0.5376 2.5602
H 0.1802 -1.2205 -0.9808
H -0.6429 0.8599 -1.6417
```

The value obtained for the LUMO energy is 0.530 eV. The charge is 0. Its SMILES is C#C[C@H](F)C=O. As for the spin multiplicity: 1. The calculation puts the HOMO energy at -10.5 eV. The relative energy (zero: lowest compared OMol25 entry of this formula, charge and spin) comes out at 68.31 kcal per mole.

Atomic partial charges in e from the Löwdin method, atoms 1 to 8: atom 1 (C): 0.066, atom 2 (C): -0.011, atom 3 (C): -0.247, atom 4 (F): 0.073, atom 5 (C): -0.302, atom 6 (O): 0.136, atom 7 (H): 0.043, atom 8 (H): 0.099


Density functional theory data (the ωB97M-V functional and the def2-TZVPD basis) for C66H47Cl2F5FeIN4O2PS3Se as an isolated structure.

XYZ file:
```
133
C66H47Cl2F5FeIN4O2PS3Se the ωB97M-V functional and the def2-TZVPD basis
Fe -0.1254 -0.5243 -0.0183
N 1.3098 0.9610 0.0637
S 2.2415 2.0507 -0.0411
N 1.5863 3.5659 -0.1583
S 0.4201 3.8060 -1.1575
N -0.9644 3.2400 -0.8967
S -1.8990 1.9719 -0.5574
N -1.4811 0.7710 0.1876
C -3.1624 2.7759 0.4124
C -4.0401 1.9398 1.0935
C -5.0544 2.5051 1.8489
C -5.1790 3.8889 1.9251
C -4.2893 4.7097 1.2474
C -3.2755 4.1550 0.4789
C -2.8143 1.7297 -2.0714
C -3.6784 0.6431 -2.0658
C -4.5472 0.4776 -3.1292
C -4.5581 1.3991 -4.1709
C -3.6910 2.4830 -4.1604
C -2.8039 2.6513 -3.1074
C 0.1858 5.5477 -1.0915
C -0.8404 6.0841 -1.8580
C -0.9557 7.4605 -1.9416
C -0.0495 8.2764 -1.2720
C 0.9608 7.7213 -0.4977
C 1.0901 6.3433 -0.4058
C 1.0289 3.5306 -2.8165
C 1.6823 4.5947 -3.4888
C 2.3939 4.2925 -4.6760
C 2.4558 3.0334 -5.1728
C 1.7582 1.8702 -4.5222
C 1.0657 2.2501 -3.2436
C 3.4437 1.9186 -1.3659
C 3.7026 0.6314 -1.8069
C 4.7250 0.4332 -2.7272
C 5.4577 1.5184 -3.1924
C 5.1803 2.8078 -2.7415
C 4.1763 3.0172 -1.8087
C 3.3984 2.3581 1.2936
C 4.1610 1.2554 1.6550
C 5.1687 1.4198 2.5913
C 5.4011 2.6688 3.1550
C 4.6248 3.7620 2.7905
C 3.6162 3.6157 1.8465
H -3.9133 0.8636 1.0411
H -5.7413 1.8634 2.3882
H -5.9710 4.3274 2.5192
H -4.3834 5.7872 1.3151
H -2.5687 4.7820 -0.0527
H -3.6522 -0.0727 -1.2490
H -5.2212 -0.3692 -3.1443
H -5.2409 1.2649 -5.0024
H -3.6930 3.1916 -4.9778
H -2.1083 3.4763 -3.0903
H -1.5351 5.4356 -2.3828
H -1.7476 7.8954 -2.5385
H -0.1321 9.3524 -1.3593
H 1.6591 8.3612 0.0270
H 1.8732 5.8824 0.1805
H 1.6850 5.6009 -3.0923
H 2.9180 5.0942 -5.1833
H 3.0024 2.8211 -6.0869
H 2.4879 1.1022 -4.2537
H 0.6171 1.4464 -2.6600
H 3.0980 -0.1875 -1.4237
H 4.9544 -0.5701 -3.0706
H 6.2583 1.3607 -3.9073
H 5.7607 3.6482 -3.1080
H 3.9594 4.0092 -1.4258
H 3.9618 0.2852 1.2045
H 5.7780 0.5703 2.8765
H 6.1958 2.7921 3.8817
H 4.8092 4.7343 3.2333
H 3.0073 4.4531 1.5389
I -1.8097 -2.7415 0.2988
C -3.0593 -2.7158 1.9789
C -4.2558 -3.3338 1.7725
C -5.1399 -3.5767 2.8415
C -4.7626 -3.2406 4.1010
C -3.5256 -2.5912 4.3456
C -3.1677 -2.3027 5.6785
C -2.0044 -1.6607 5.9620
C -1.1854 -1.2303 4.9084
C -1.4733 -1.4814 3.5854
P -0.2700 -0.5958 2.4510
C -0.4814 1.1041 3.1197
C 0.5376 2.0483 3.0347
C 0.3439 3.3579 3.4599
C -0.8927 3.7531 3.9473
C -1.9318 2.8337 3.9947
C -1.7276 1.5225 3.5882
C 1.2777 -1.2957 3.1522
C 1.4489 -2.6705 2.9750
C 2.5649 -3.3152 3.4797
C 3.5318 -2.5964 4.1734
C 3.3657 -1.2363 4.3632
C 2.2433 -0.5854 3.8547
C -2.6485 -2.2447 3.2661
H -4.5123 -3.6766 0.7753
H -6.0899 -4.0645 2.6542
H -5.3991 -3.4695 4.9486
H -3.8381 -2.6144 6.4719
H -1.7133 -1.4572 6.9842
H -0.3003 -0.6612 5.1554
H 1.4916 1.7571 2.6318
H 1.1670 4.0640 3.4215
H -1.0459 4.7683 4.2972
H -2.9076 3.1379 4.3552
H -2.5475 0.8177 3.6490
H 0.6954 -3.2458 2.4498
H 2.6809 -4.3803 3.3301
H 4.4071 -3.1014 4.5677
H 4.1023 -0.6685 4.9211
H 2.1273 0.4725 4.0417
F -1.4831 -0.6493 -8.3968
C -0.7366 -0.0635 -7.4737
C -1.0756 1.1908 -7.0098
F -2.1415 1.8080 -7.5146
C -0.2861 1.8054 -6.0596
F -0.6051 3.0482 -5.6767
C 0.8470 1.1984 -5.5487
Se -0.5226 -0.7612 -2.2772
C 1.1654 -0.0547 -6.0462
F 2.2582 -0.6862 -5.6028
C 0.3917 -0.6917 -6.9923
F 0.7348 -1.8882 -7.4523
Cl 2.5161 -5.1124 0.2736
C 2.8242 -3.5937 -0.5974
Cl 4.1396 -2.6871 0.1809
C 1.4840 -2.8306 -0.7102
O 0.6716 -3.3115 -1.4934
O 1.3408 -1.7923 0.0423
H 3.1530 -3.8602 -1.5903
```

The value obtained for the LUMO energy (alpha / beta) is -2.889 / -3.362 eV. The charge is +1. Its expectation value of S² is 8.90. As for the spin multiplicity: 6. The calculation puts the HOMO energy (alpha / beta) at -9.8 / -9.7 eV. The relative energy (zero: lowest compared OMol25 entry of this formula, charge and spin) comes out at 0.00 kcal per mole.

Atomic partial charges in e from the Löwdin method, atoms 1 to 8: atom 1 (Fe): -0.039, atom 2 (N): -0.282, atom 3 (S): 0.762, atom 4 (N): -0.344, atom 5 (S): 0.899, atom 6 (N): -0.356, atom 7 (S): 0.786, atom 8 (N): -0.392


Density functional theory data (the ωB97M-V functional and the def2-TZVPD basis) for a 2-piece molecular cluster, C9H22NO2P2 overall.

XYZ file:
```
36
C9H22NO2P2 the ωB97M-V functional and the def2-TZVPD basis
C -1.3168 1.6418 0.6842
C -0.9015 0.6153 -0.4307
P -1.9194 -0.9589 -0.2608
C -3.3320 -1.0003 -1.4727
P -4.8400 -1.3666 -0.4494
C -5.0016 0.1930 0.5948
O -4.3872 -2.6588 0.6023
C -0.8260 -2.4753 -0.4491
C 0.1252 -2.5485 0.8038
H -0.7173 2.5782 0.6117
H -2.3787 1.9311 0.5977
H -1.1516 1.2161 1.6948
H 0.1910 0.4612 -0.3023
H -1.1072 1.1279 -1.3951
H -3.1835 -1.8158 -2.2142
H -4.0731 0.3338 1.1991
H -5.0361 1.0445 -0.1095
H -5.9085 0.1104 1.2193
H -4.4231 -2.3495 1.5110
H -1.4837 -3.3658 -0.4010
H -0.2694 -2.5020 -1.4085
H 0.9115 -1.7815 0.6774
H -0.4861 -2.2208 1.6703
H 0.5299 -3.5569 0.9982
C 4.6644 0.1068 0.2178
O 3.9034 -0.8041 0.4537
N 4.3038 1.3158 -0.2758
C 5.2749 2.3575 -0.5322
C 2.9001 1.5742 -0.5560
H 5.7501 0.0197 0.3929
H 5.0311 3.2375 0.0681
H 5.2497 2.6253 -1.5914
H 6.2783 2.0197 -0.2754
H 2.3185 1.4604 0.3600
H 2.5366 0.8519 -1.2883
H 2.7743 2.5827 -0.9447
```

The value obtained for the LUMO energy is 2.382 eV. The charge is -1. As for the spin multiplicity: 1. The calculation puts the HOMO energy at -2.5 eV. The relative energy (zero: lowest compared OMol25 entry of this formula, charge and spin) comes out at 28.03 kcal per mole.

Atomic partial charges in e from the Löwdin method, atoms 1 to 8: atom 1 (C): -0.220, atom 2 (C): -0.448, atom 3 (P): 0.792, atom 4 (C): -0.652, atom 5 (P): 0.630, atom 6 (C): -0.378, atom 7 (O): -0.451, atom 8 (C): -0.444